Formula: C5H11N3
Source: the OMol25 dataset
Level of theory: the ωB97M-V functional and the def2-TZVPD basis

Computed properties:
ΔE to the lowest compared entry with this formula, charge and spin (kcal per mole): 165.01
Orbital gap (alpha / beta) (eV): 6.6 / 6.6
2S+1: 1
E (eV): -9826.751
HOMO level (alpha / beta) (eV): -6.552 / -6.552

```
19
Properties=species:S:1:pos:R:3:mulliken_charge:R:1
C 2.87 0.07 -0.77 -0.5865
C -0.16 0.92 0.04 0.6711
C -1.21 1.91 -0.01 -1.1209
C -2.28 -1.22 0.00 -0.7540
C 1.92 -0.89 1.20 -0.5107
N 1.05 0.98 0.21 -0.6237
N -0.95 -1.16 -0.52 -0.4590
N 1.97 -0.04 0.20 0.4105
H 2.79 0.87 -1.47 0.2643
H 3.65 -0.66 -0.85 0.2628
H -2.04 1.62 0.63 0.2922
H -1.59 1.97 -1.03 0.2581
H -0.85 2.89 0.30 0.3556
H -3.01 -0.50 -0.44 0.2359
H -2.26 -1.07 1.08 0.2942
H -2.68 -2.23 -0.19 0.3191
H -0.97 -0.98 -1.52 0.2022
H 1.07 -0.88 1.85 0.2226
H 2.68 -1.63 1.29 0.2661
```


Formula: C3H5NOS
Source: the OMol25 dataset
Level of theory: the ωB97M-V functional and the def2-TZVPD basis

Computed properties:
ΔE to the lowest compared entry with this formula, charge and spin (kcal per mole): 83.34
Orbital gap (alpha / beta) (eV): 7.0 / 7.0
2S+1: 1
E (eV): -17561.653
HOMO level (alpha / beta) (eV): -7.702 / -7.703

```
11
Properties=species:S:1:pos:R:3:mulliken_charge:R:1
C 1.40 -0.24 0.07 0.4356
C 1.18 1.08 0.22 -0.8271
C -0.95 -0.28 0.53 -0.1281
N 0.01 -0.85 -0.07 -0.0613
O 2.33 -1.00 0.06 -0.6333
S -2.61 -0.34 0.05 -0.1807
H 2.02 1.88 0.08 0.2260
H 0.19 1.52 -0.05 0.2498
H -0.90 0.11 1.45 0.5181
H -0.19 -1.29 -0.98 0.2440
H -2.49 -0.59 -1.36 0.1571
```